Molecular formula: C40H104N8O12
Method: DFT, ωB97M-V/def2-TZVPD

Calculated values
Lowest unoccupied orbital energy ... 0.50 eV
E_HOMO ... -8.8 eV
Total energy ... -79642.2902 eV
Multiplicity ... 1
Energy relative to the best compared isomer or geometry (same formula, charge and spin) ... 126.3 kcal/mol
Gap between HOMO and LUMO ... 9.338 eV

The geometry in XYZ format:
```
164
Properties=species:S:1:pos:R:3:forces:R:3:mulliken_charge:R:1
C 10.720120 7.863040 -2.399867 -2.4 -0.1 -0.8 -0.69
O 9.503960 8.365200 -1.720497 2.2 1.9 -0.5 -0.36
C 8.413010 7.518750 -1.690567 -0.1 -1.6 1.4 -0.78
C 7.640460 7.190070 -2.949497 0.6 1.2 -2.1 0.64
C 6.727560 8.334560 -3.418747 0.6 0.5 0.1 -1.41
N 6.876570 5.963540 -2.974997 0.3 0.7 0.2 -0.67
H 11.531080 8.588820 -2.460537 -0.5 0.3 0.5 0.26
H 10.328030 7.677730 -3.399877 0.7 -0.1 -0.4 0.28
H 11.110020 6.905410 -2.054877 -0.2 0.0 0.7 0.30
H 8.853740 6.676140 -1.157777 -0.6 -1.3 -0.4 0.39
H 7.646330 7.848570 -0.989477 0.3 0.8 0.4 0.31
H 8.355530 7.134360 -3.770277 0.3 -0.3 -0.1 0.12
H 5.951530 8.641490 -2.717557 -0.4 -0.6 0.1 0.39
H 6.348590 8.070380 -4.406017 -0.4 0.0 0.2 0.35
H 7.279200 9.267090 -3.537797 0.4 -0.1 -0.1 0.35
H 6.125190 6.156000 -2.328087 -0.2 -1.0 0.4 0.27
H 7.510010 5.222340 -2.711397 -0.5 -0.4 0.5 0.26
C -2.705910 6.928240 -5.075187 -1.4 0.7 0.1 -0.69
O -4.148160 6.957900 -5.305347 0.4 -0.4 0.6 -0.39
C -4.785670 8.219760 -5.512587 0.0 0.0 -0.5 -0.82
C -4.838330 9.249690 -4.359967 -0.4 0.4 -0.6 0.61
C -5.690600 8.934710 -3.167287 -0.2 -1.1 0.8 -1.38
N -5.229520 10.590200 -4.834297 1.5 -0.5 -0.8 -0.60
H -2.250770 7.863450 -5.401267 0.1 0.1 0.0 0.33
H -2.218150 6.118110 -5.617287 -0.5 -0.1 -0.1 0.25
H -2.561890 6.789130 -4.003727 0.3 0.1 0.0 0.25
H -4.292480 8.634940 -6.391497 0.0 0.7 0.1 0.42
H -5.814380 8.023680 -5.814917 0.0 -0.4 -0.1 0.30
H -3.800280 9.267330 -4.027947 0.1 0.5 0.2 0.22
H -5.506590 7.899460 -2.880077 0.2 0.0 0.7 0.34
H -6.777000 9.004450 -3.221657 -0.1 0.1 -1.0 0.34
H -5.483660 9.668180 -2.387987 0.5 -0.4 0.3 0.35
H -6.216750 10.790050 -4.908717 0.2 -0.1 0.4 0.23
H -4.668730 11.270740 -4.341887 -0.6 0.3 -0.2 0.24
C -13.590480 5.376480 13.769673 -0.7 -0.6 1.4 -0.71
O -14.039640 6.202670 14.834893 -1.0 0.7 1.1 -0.36
C -14.696430 5.481220 15.905313 0.6 -2.0 -0.4 -0.78
C -14.951070 6.226910 17.209663 0.6 -1.9 1.9 0.36
C -15.743580 5.403890 18.338353 0.1 0.3 -2.0 -1.38
N -15.600610 7.466220 16.975863 0.0 0.5 -0.4 -0.69
H -13.222470 6.008050 12.961103 0.0 -0.2 0.2 0.24
H -14.400870 4.709950 13.474513 -0.3 0.2 -0.6 0.32
H -12.872800 4.678640 14.201013 0.7 0.1 -0.4 0.30
H -15.602740 4.952350 15.610363 -0.7 0.6 -0.8 0.37
H -14.079020 4.604010 16.098733 0.6 -0.1 0.4 0.39
H -13.967400 6.347290 17.663533 0.2 0.6 0.0 0.24
H -15.319430 4.415130 18.513133 0.2 0.2 0.2 0.37
H -16.757410 5.225340 17.980083 -0.2 -0.1 -0.2 0.36
H -15.868560 5.993340 19.246663 0.5 0.0 -0.1 0.34
H -16.560600 7.224320 16.775823 -0.5 0.3 -0.1 0.29
H -15.187900 7.666420 16.076033 -0.3 1.3 -0.4 0.36
C -1.662750 -7.371740 5.979283 -0.5 -0.7 -0.4 -0.67
O -2.781050 -6.838330 6.654583 1.0 -0.4 0.3 -0.31
C -2.974890 -5.495790 6.385763 -1.1 2.1 0.4 -0.84
C -3.187900 -4.604680 7.606103 0.4 0.9 1.4 0.53
C -3.521150 -3.129970 7.251843 -1.7 -1.7 -0.1 -1.28
N -1.964150 -4.468940 8.400973 1.3 -0.9 -1.1 -0.66
H -0.736800 -7.148780 6.509383 0.1 -0.1 -0.1 0.26
H -1.617530 -7.052790 4.937973 0.1 0.6 0.0 0.31
H -1.855800 -8.437950 5.860923 0.4 -0.2 0.6 0.27
H -2.191370 -4.895830 5.922893 0.6 -0.9 -0.9 0.47
H -3.885150 -5.471320 5.786663 -0.1 0.6 -0.3 0.25
H -3.918600 -5.092120 8.251533 -0.8 0.3 -0.2 0.26
H -2.739930 -2.604450 6.702653 0.0 -0.2 0.3 0.35
H -3.830200 -2.658210 8.184603 0.4 0.4 -0.1 0.36
H -4.435880 -3.178940 6.661113 -0.1 0.4 -0.3 0.34
H -2.002650 -4.130080 9.351643 -0.5 -0.2 -0.2 0.19
H -1.455510 -5.337790 8.320443 0.3 0.0 0.7 0.17
C 5.868570 -5.736560 2.926143 0.1 -0.7 0.5 -0.72
O 4.875720 -6.421470 2.199963 -1.2 0.8 1.4 -0.31
C 5.010830 -6.420700 0.822333 -0.2 -2.5 -1.0 -0.32
C 3.744410 -7.129360 0.210913 -0.5 1.5 -1.0 -0.65
N 3.650050 -7.287010 -1.292297 0.5 0.9 0.9 -0.30
C 2.294670 -7.670230 -1.700277 1.9 -1.7 -0.6 -0.59
C 2.158620 -7.621260 -3.236017 -0.9 0.9 0.3 -0.48
O 0.849160 -8.058370 -3.458617 -2.0 -1.1 -1.6 -0.30
C 0.361210 -8.134880 -4.851747 1.4 0.2 1.2 -0.70
H 6.823120 -6.248000 2.802183 0.4 0.3 -0.3 0.28
H 5.649540 -5.845060 3.988383 -0.3 -0.1 0.0 0.26
H 5.947940 -4.664120 2.748193 0.0 0.1 -0.5 0.29
H 5.782570 -7.172080 0.655173 1.0 0.6 -0.8 0.27
H 5.202590 -5.418670 0.438563 0.1 -0.1 -0.4 0.36
H 2.925330 -6.481820 0.523803 -0.5 -0.1 0.3 0.33
H 3.556570 -8.122010 0.620123 0.4 0.1 0.3 0.28
H 3.853000 -6.428160 -1.783497 0.4 0.4 0.4 0.22
H 1.477510 -7.240690 -1.120747 -0.1 0.3 -0.3 0.33
H 2.359900 -8.744640 -1.528577 -1.0 -0.2 0.4 0.22
H 2.907050 -8.222650 -3.752047 0.1 -0.3 0.2 0.38
H 2.213980 -6.614250 -3.649497 0.5 0.5 0.1 0.36
H -0.581970 -8.675260 -4.932367 0.1 0.1 0.6 0.25
H 1.089330 -8.676180 -5.455847 0.1 0.0 -0.1 0.29
H 0.240990 -7.136490 -5.272287 0.0 0.1 0.1 0.27
C -4.403240 -2.552270 -12.593697 0.2 0.8 -1.3 -0.59
O -3.634670 -2.155580 -13.773307 -1.6 -0.6 0.9 -0.42
C -2.241770 -2.022620 -13.589607 -1.5 -1.0 -0.2 -0.46
C -1.811420 -0.745340 -12.970267 0.6 0.4 -1.9 -0.65
N -2.074920 -0.501540 -11.616917 0.2 -0.1 2.0 -0.28
C -1.352820 -1.414300 -10.709317 -1.5 0.0 -0.3 -0.49
C -1.915150 -1.152050 -9.325227 1.3 -0.4 0.3 -0.50
O -1.305550 -2.047020 -8.363317 -2.0 1.2 0.2 -0.31
C -1.887710 -1.759560 -7.058837 1.1 -1.0 -0.5 -0.74
H -5.370300 -2.922870 -12.933637 0.0 0.1 -0.3 0.26
H -4.582630 -1.650790 -12.007817 0.2 -0.3 0.5 0.25
H -3.957390 -3.386390 -12.051887 0.4 0.2 0.2 0.26
H -1.908030 -2.088920 -14.625137 0.7 0.1 0.2 0.32
H -1.942030 -2.905940 -13.025687 0.7 -0.1 0.0 0.33
H -2.287200 0.079630 -13.500507 0.1 0.0 -0.5 0.36
H -0.740460 -0.731970 -13.172707 0.6 0.3 -0.2 0.38
H -1.665970 0.409790 -11.467497 -0.4 0.4 0.4 0.25
H -0.273070 -1.277410 -10.768507 0.2 -0.1 0.2 0.30
H -1.624710 -2.417220 -11.038457 0.3 -0.2 0.3 0.28
H -3.004410 -1.184290 -9.300937 -0.1 -0.4 -0.1 0.33
H -1.647530 -0.123470 -9.083377 0.1 0.3 0.3 0.27
H -2.973250 -1.738380 -6.962627 -0.3 0.0 -0.8 0.32
H -1.508550 -0.803890 -6.696847 0.2 -0.1 0.3 0.29
H -1.589620 -2.633850 -6.480167 0.3 0.4 0.5 0.25
C 1.453630 0.428780 1.695593 -0.1 -0.2 1.7 -0.76
O 0.688640 1.562420 2.040173 0.9 1.0 -1.0 -0.30
C 1.286770 2.308800 3.128923 -1.8 -0.1 -0.9 -0.39
C 0.805750 3.747710 2.910743 -1.7 0.3 -0.2 -0.88
N -0.686280 4.061270 2.914103 1.8 -0.3 -0.1 -0.40
C -1.269530 3.438350 4.060083 -0.5 -2.0 0.7 -0.54
C -2.542030 4.198590 4.452733 1.3 -0.8 1.9 -0.55
O -3.326230 3.612390 5.510503 -1.6 -0.1 -0.6 -0.30
C -4.491730 4.446810 5.831423 0.8 -0.2 -1.0 -0.76
H 1.571840 -0.018190 2.682683 0.3 -1.2 -0.1 0.33
H 2.474530 0.635210 1.374253 -0.1 0.3 -0.5 0.29
H 0.915250 -0.241060 1.025113 0.0 0.3 0.0 0.23
H 2.372320 2.396160 3.174413 0.2 -0.6 -0.5 0.42
H 0.929390 1.733490 3.982973 0.2 0.6 0.7 0.39
H 1.120380 3.998000 1.897593 0.4 0.3 0.2 0.39
H 1.237120 4.405850 3.664983 0.2 0.1 -0.1 0.42
H -1.125580 3.611840 2.123453 0.3 0.1 -0.5 0.32
H -0.520530 3.391580 4.850593 -0.2 0.6 0.5 0.33
H -1.387020 2.373150 3.860983 -0.7 -0.4 0.0 0.37
H -3.122870 4.363760 3.545293 0.0 0.8 0.3 0.28
H -1.964270 4.938910 5.006123 -1.0 1.8 -0.9 0.25
H -4.964530 4.878390 4.949213 0.7 0.5 -0.6 0.29
H -4.164580 5.246530 6.495893 -0.3 0.0 0.2 0.29
H -5.395260 3.928540 6.152523 0.8 -0.8 1.0 0.30
C 10.609300 -8.096060 0.067893 -1.1 1.0 1.3 -0.85
O 10.761490 -7.202770 -0.993807 -0.5 -0.9 -1.0 -0.32
C 10.601610 -7.831300 -2.291837 1.5 0.3 1.2 -0.32
C 11.371250 -6.897530 -3.179237 0.6 1.3 -2.2 -0.95
N 10.850280 -5.512440 -3.443447 -0.9 -2.7 0.6 -0.44
C 9.556310 -5.681330 -4.170257 1.1 2.0 0.0 -0.23
C 8.597350 -4.768310 -3.470647 0.6 1.1 -0.1 -0.71
O 7.376190 -4.710190 -4.061387 -2.9 -0.6 -0.3 -0.34
C 7.095040 -4.278740 -5.362837 0.5 0.2 -0.8 -0.84
H 10.610000 -7.473640 0.962713 0.9 0.0 0.2 0.29
H 11.339140 -8.904030 0.119083 0.0 0.0 -0.2 0.30
H 9.577180 -8.425740 0.186823 -0.2 -0.9 -0.7 0.32
H 9.598160 -8.175120 -2.542787 -0.6 1.0 0.0 0.33
H 11.111980 -8.794230 -2.311307 0.6 -0.1 0.2 0.47
H 11.498750 -7.308190 -4.180837 -0.2 -0.4 -0.1 0.45
H 12.407770 -6.739090 -2.881557 -0.1 -0.5 0.8 0.34
H 10.605670 -5.163380 -2.527797 0.1 0.3 0.4 0.30
H 9.018910 -6.628140 -4.223697 0.7 -0.5 0.2 0.17
H 9.847050 -5.328770 -5.159837 -0.8 -0.2 -0.4 0.39
H 8.902850 -3.730580 -3.336927 1.0 0.1 -0.1 0.32
H 8.463850 -5.144780 -2.456467 -0.3 -0.2 0.1 0.34
H 6.346330 -3.486950 -5.338487 -0.3 -0.3 0.1 0.29
H 6.807200 -5.115410 -5.999407 -0.6 -0.2 0.3 0.32
H 7.883130 -3.852440 -5.983537 0.9 0.2 0.6 0.35
```
Forces are in eV/Å.